[1]
Below is a structure of composition C42H32BrMoN3O3P2S2Te at a distorted geometry, with properties calculated with ωB97M-V/def2-TZVPD.

Geometry as ORCA input:
```
! wB97M-V def2-TZVPD RIJCOSX def2/J DEFGRID3
* xyz 2 1
Mo -1.6992 0.9820 0.0174
O -7.4420 2.8897 1.3044
C -6.2642 2.4234 0.9433
C -6.0713 1.3057 0.1204
C -4.7980 0.9030 -0.1812
N -3.6875 1.5323 0.2771
C -3.9077 2.6132 1.0450
Br -2.3090 3.4568 1.6276
C -5.1277 3.0986 1.4130
H -8.1799 2.3818 0.9414
H -6.9161 0.7550 -0.2730
H -4.6316 0.0438 -0.8141
H -5.2292 3.9693 2.0448
Te 1.1954 2.4318 1.5541
C 3.1548 1.8302 2.1345
C 4.1587 2.7857 2.0853
C 5.4406 2.4081 2.4689
N 5.7383 1.1774 2.8626
C 4.7715 0.2713 2.9137
C 3.4548 0.5505 2.5679
C 0.5210 0.5896 0.6984
P 0.6682 0.5749 -1.0569
C -0.5060 1.6016 -1.9786
C -1.0068 1.1895 -3.2424
C -2.0824 1.8362 -3.7847
C -2.7071 2.8927 -3.0920
C -2.1607 3.3810 -1.9309
C -1.0297 2.7637 -1.3416
C 2.3387 1.0958 -1.4348
C 3.4099 0.4792 -0.7874
C 4.6806 1.0037 -0.9362
C 4.8747 2.1484 -1.6985
C 3.8076 2.7547 -2.3473
C 2.5329 2.2289 -2.2214
P -0.6417 -0.4849 1.5643
C -0.3821 -0.2404 3.3320
C -1.0799 0.7799 3.9755
C -0.8594 1.0347 5.3184
C 0.0470 0.2584 6.0275
C 0.7126 -0.7845 5.3994
C 0.4965 -1.0445 4.0554
C -0.1843 -2.1950 1.1773
C 1.1571 -2.5330 0.9991
C 1.5096 -3.8341 0.6813
C 0.5237 -4.8025 0.5414
C -0.8110 -4.4741 0.7336
C -1.1694 -3.1738 1.0562
H 3.9532 3.7948 1.7492
H 6.2556 3.1229 2.4488
H 5.0612 -0.7180 3.2521
H 2.6867 -0.2086 2.6457
H -0.4960 0.4117 -3.7943
H -2.4467 1.5470 -4.7616
H -3.5713 3.3777 -3.5265
H -2.5549 4.2847 -1.4825
H -0.3907 3.3634 -0.7029
H 3.2461 -0.4113 -0.1970
H 5.5212 0.5290 -0.4467
H 5.8656 2.5736 -1.7897
H 3.9663 3.6360 -2.9541
H 1.6971 2.6781 -2.7424
H -1.8201 1.3476 3.4312
H -1.3971 1.8323 5.8136
H 0.2189 0.4538 7.0775
H 1.4010 -1.4028 5.9602
H 0.9977 -1.8780 3.5794
H 1.9160 -1.7678 1.1048
H 2.5515 -4.0892 0.5396
H 0.8035 -5.8189 0.2967
H -1.5752 -5.2345 0.6373
H -2.2097 -2.9189 1.2204
O 1.7920 -0.7367 -3.8251
S 1.5882 -1.7186 -2.8128
O 2.6824 -2.2391 -2.0763
N 0.4041 -1.0208 -1.6558
C -0.8307 -1.5628 -1.8890
S -2.2452 -0.9699 -1.2551
C -0.7899 -2.7239 -2.7589
C -1.8527 -3.5662 -3.0729
C -1.6340 -4.6124 -3.9536
C -0.3838 -4.8207 -4.5294
C 0.6826 -3.9820 -4.2265
C 0.4535 -2.9600 -3.3340
H -2.8282 -3.4020 -2.6359
H -2.4495 -5.2789 -4.1998
H -0.2355 -5.6402 -5.2187
H 1.6568 -4.1264 -4.6753
*
```

Calculated values
- LUMO energy (alpha / beta) (Eh) = -0.2399 / -0.2468
- E_HOMO (alpha / beta) (eV) = -12.68 / -12.69
- total energy (hartree) = -6398.45457
- Kohn-Sham gap (alpha / beta) (eV) = 6.155 / 5.969

[2]
Below is a structure of composition C17H16N3O4Re, with properties calculated with ωB97M-V/def2-TZVPD.

Geometry as ORCA input:
```
! wB97M-V def2-TZVPD RIJCOSX def2/J DEFGRID3
* xyz 1 2
Re -0.0299 0.6592 -0.7159
O 0.0756 -5.8099 -3.2154
C -0.7745 -5.4751 -2.3897
O -1.6965 -6.0379 -1.7936
C -0.6326 -3.9523 -1.9656
C -1.4696 -3.4191 -0.9922
C -1.3040 -2.1148 -0.5922
N -0.3665 -1.3226 -1.1465
C 0.4440 -1.8368 -2.1100
C 0.3474 -3.1340 -2.5351
C 1.4939 -0.8904 -2.5773
O 2.4326 -1.1487 -3.2438
O 1.2886 0.3752 -2.0328
H -2.2258 -4.0688 -0.5690
H -1.9229 -1.6545 0.1682
H 1.0146 -3.5508 -3.2799
C 0.0479 0.6450 4.6277
N -0.4818 -0.2461 3.5827
C -1.0688 -1.5299 4.0118
C -0.3895 0.0485 2.3452
N -0.3111 0.2830 1.1981
H -0.7403 0.8511 5.3489
H 0.3883 1.5744 4.1805
H 0.8825 0.1529 5.1248
H -1.8728 -1.3293 4.7173
H -0.2984 -2.1316 4.4908
H -1.4610 -2.0609 3.1493
C -1.3043 2.0898 -1.4398
C -0.1614 2.9752 -1.1658
C 0.6761 3.4341 -2.2125
C 1.8517 4.0665 -1.9156
C 2.2553 4.2292 -0.5774
C 1.4664 3.7776 0.4508
C 0.2425 3.1473 0.1687
H -1.6138 1.9814 -2.4771
H -2.1566 2.1426 -0.7545
H 0.3803 3.2703 -3.2408
H 2.4832 4.4316 -2.7137
H 3.1912 4.7257 -0.3604
H 1.7642 3.9357 1.4781
H -0.4445 2.9173 0.9735
*
```

Calculated values
- LUMO energy (alpha / beta) (Eh) = -0.2094 / -0.2099
- E_HOMO (alpha / beta) (eV) = -10.37 / -10.36
- total energy (hartree) = -1200.58793
- relative energy (zero: lowest compared OMol25 entry of this formula, charge and spin) (kcal/mol) = 3.2
- ⟨S²⟩ = 0.762
- Kohn-Sham gap (alpha / beta) (eV) = 4.668 / 4.648

[3]
Below is a cluster of 3 separate species, C37H48N4O5 in total at a distorted geometry, with properties calculated with ωB97M-V/def2-TZVPD.

Geometry as ORCA input:
```
! wB97M-V def2-TZVPD RIJCOSX def2/J DEFGRID3
* xyz 0 1
C 7.9908 -3.4331 0.0198
C 7.6101 -2.7725 -1.3250
C 6.6876 -1.5631 -1.1279
C 7.3808 -0.4220 -0.3661
C 6.9190 0.9734 -0.8332
C 5.8014 1.5252 0.0445
C 5.2973 2.8951 -0.4332
C 4.1877 2.7593 -1.4747
C 2.8436 2.4851 -0.7808
C 1.8505 1.8529 -1.7280
N 0.5140 1.6536 -1.1703
C -0.5943 1.6513 -2.0196
O -0.6653 2.2961 -3.0227
C -1.6162 0.7831 -1.3938
C -2.8962 0.4705 -1.8354
C -3.3898 1.0789 -3.1287
C -2.5230 0.7144 -4.3073
O -2.0380 -0.3642 -4.4627
C -3.6758 -0.3769 -1.0058
C -5.0621 -0.7519 -1.4500
O -5.0045 -1.3580 -2.7542
N -6.3385 -1.5056 -3.2772
O -6.6206 -0.6304 -3.9839
C -3.1622 -0.8552 0.2320
C -3.9622 -1.7285 1.1694
C -4.4335 -0.9509 2.3703
N -4.5697 -1.5306 3.4841
C -1.8416 -0.5206 0.6419
C -1.2110 -1.0325 1.9157
C -0.2149 -2.1723 1.5981
N -0.9055 -3.2000 0.8033
C -1.1045 0.3098 -0.1981
C 0.2775 0.8720 -0.0424
O 1.0209 0.7337 0.8854
H 9.0457 -3.2866 0.2248
H 7.7521 -4.4898 0.0066
H 7.4417 -2.9722 0.8356
H 8.5076 -2.4114 -1.8170
H 7.1003 -3.4950 -1.9532
H 5.7960 -1.8816 -0.5919
H 6.3666 -1.2184 -2.1098
H 8.4587 -0.5109 -0.4528
H 7.0914 -0.4963 0.6783
H 7.7440 1.6829 -0.8505
H 6.5265 0.9059 -1.8455
H 4.9697 0.8182 0.0183
H 6.1275 1.5739 1.0803
H 6.1471 3.4236 -0.8585
H 4.9102 3.4401 0.4240
H 4.1149 3.6721 -2.0572
H 4.4059 1.9049 -2.1158
H 3.0311 1.8748 0.0938
H 2.4485 3.4349 -0.4219
H 2.2474 0.9177 -2.1254
H 1.7295 2.5185 -2.5773
H -3.3387 2.1604 -3.0174
H -4.4115 0.8071 -3.3399
H -2.3543 1.5128 -5.0417
H -5.5172 -1.4729 -0.7882
H -5.7259 0.1158 -1.4750
H -3.3504 -2.5333 1.5507
H -4.8291 -2.1783 0.7084
H -4.6350 0.1146 2.2559
H -4.8987 -0.8861 4.1995
H -0.6895 -0.2038 2.3806
H -1.9479 -1.4466 2.5858
H 0.6399 -1.7863 1.0591
H 0.1192 -2.5748 2.5510
H -0.4478 -3.3539 -0.0808
H -0.9514 -4.0805 1.2935
C -6.3356 3.4333 -3.2683
C -5.7382 4.1828 -4.2720
C -5.5861 5.5533 -4.1164
C -6.0266 6.1728 -2.9549
C -6.6217 5.4227 -1.9504
C -6.7783 4.0526 -2.1078
H -6.4559 2.3639 -3.3912
H -5.3906 3.6982 -5.1756
H -5.1239 6.1389 -4.9003
H -5.9053 7.2413 -2.8326
H -6.9636 5.9062 -1.0445
H -7.2457 3.4678 -1.3257
C -0.4436 -2.5896 5.7985
C 0.6107 -2.6293 6.7001
C 0.8861 -3.8000 7.3929
C 0.1109 -4.9315 7.1793
C -0.9423 -4.8916 6.2760
C -1.2219 -3.7194 5.5874
H -0.6606 -1.6763 5.2583
H 1.2180 -1.7482 6.8623
H 1.7055 -3.8308 8.0993
H 0.3277 -5.8450 7.7178
H -1.5468 -5.7739 6.1103
H -2.0482 -3.6840 4.8877
*
```

Calculated values
- LUMO energy (Eh) = -0.0196
- E_HOMO (eV) = -9.22
- structure (SMILES) = [H]/N=C/Cc1c(CON=O)c(CC=O)c2c(c1CCN)C(=O)N(CCCCCCCCCC)C2=O.c1ccccc1.c1ccccc1
- total energy (hartree) = -2033.80977
- Kohn-Sham gap (eV) = 8.683

[4]
Below is a structure of composition C37H48N9O at a distorted geometry, with properties calculated with ωB97M-V/def2-TZVPD.

Geometry as ORCA input:
```
! wB97M-V def2-TZVPD RIJCOSX def2/J DEFGRID3
* xyz -1 1
C -0.3152 0.9131 0.7695
O -0.4502 -0.4429 1.0515
H -1.0082 1.3971 1.4325
H -0.9032 0.8931 -0.1985
H 0.7848 1.0901 1.0215
N 1.5098 -1.0959 -0.8335
C 2.1468 -2.4019 -0.7135
C 2.9608 -2.5209 -1.7355
C 2.7018 -1.3879 -2.6995
C 1.7348 -0.5389 -2.1115
H 0.8008 -1.0499 -0.1645
H 2.1288 -2.9389 0.2045
H 3.7258 -3.2729 -2.0165
H 3.0328 -1.1659 -3.7525
H 1.4268 0.3341 -2.3125
N -2.3502 5.3431 1.6635
C -3.4622 6.1411 1.2955
C -4.1832 5.4271 0.3865
C -3.6702 3.9281 0.5745
C -2.4812 3.9821 1.2945
H -1.5542 5.4091 2.3405
H -3.6002 7.2361 1.5425
H -5.1412 5.7341 -0.0905
H -4.1032 3.0031 0.2625
H -1.5922 3.4061 1.4665
N 3.9638 0.3921 0.0785
C 5.1018 0.5251 -0.5725
C 5.8988 1.2341 0.2785
C 5.1128 1.7201 1.5205
C 3.8938 1.1181 1.3825
H 3.3498 -0.3609 -0.3115
H 5.3238 -0.0579 -1.4095
H 6.9778 1.1541 0.0855
H 5.2998 2.4601 2.3965
H 3.0178 1.0411 1.9505
N 1.0368 -1.7029 2.8555
C 0.3538 -2.1539 4.0305
C 1.2748 -2.7119 4.7075
C 2.6328 -2.7799 3.8525
C 2.3708 -1.9549 2.8295
H 0.3738 -1.2779 2.1045
H -0.6462 -2.0019 4.0535
H 1.2148 -3.3339 5.6435
H 3.6468 -3.4409 3.8705
H 3.0888 -1.8639 2.1135
N -1.7522 1.0031 -3.4795
C -1.7162 0.8371 -4.8725
C -1.6992 2.1981 -5.3215
C -1.5442 3.0701 -4.1525
C -1.8442 2.2521 -3.0395
H -1.9232 0.2341 -2.7175
H -1.3922 -0.0499 -5.2825
H -1.5652 2.4031 -6.6405
H -1.3952 4.0291 -4.1355
H -2.0642 2.4961 -2.0245
N -1.8222 -1.2829 -1.0905
C -3.1702 -0.9759 -1.2735
C -3.5772 -1.6429 -2.3685
C -2.4002 -2.5829 -2.8115
C -1.3942 -2.1989 -2.0395
H -1.2112 -0.9119 -0.4105
H -3.6762 -0.3139 -0.8915
H -4.6162 -1.5759 -2.9565
H -2.1802 -3.4209 -3.5745
H -0.4192 -2.5559 -2.0785
N 2.6908 2.8371 -0.8895
C 3.7348 3.5451 -1.4595
C 3.0228 4.4421 -2.3385
C 1.5958 3.9471 -2.3625
C 1.4648 3.0101 -1.4265
H 2.9568 2.0451 -0.3945
H 4.7188 3.2601 -1.3845
H 3.3938 5.0511 -3.2305
H 0.7488 4.3251 -3.0425
H 0.7308 2.4051 -0.9775
N 0.5378 -4.3749 1.7535
C 0.8468 -5.6049 1.8615
C 0.0768 -6.3069 0.9615
C -0.6692 -5.3109 0.3155
C -0.2732 -4.0579 0.7155
H 0.8458 -3.5369 2.2095
H 1.7418 -5.9739 2.7835
H 0.0678 -7.2789 0.8525
H -1.4452 -5.4599 -0.4815
H -0.6702 -3.1769 0.4325
N -2.6492 -0.6609 2.3145
C -3.4972 0.3541 2.6555
C -4.5792 -0.2009 3.2315
C -4.3372 -1.7619 3.0475
C -3.1972 -1.9279 2.3985
H -1.8202 -0.5669 1.7135
H -3.2502 1.4721 2.4605
H -5.4072 0.2691 3.8555
H -4.9232 -2.4979 3.4285
H -2.5192 -2.7039 2.0165
*
```

Calculated values
- LUMO energy (Eh) = 0.0961
- E_HOMO (eV) = -5.81
- total energy (hartree) = -2006.23503
- relative energy (zero: lowest compared OMol25 entry of this formula, charge and spin) (kcal/mol) = 194.7
- Kohn-Sham gap (eV) = 8.422

[5]
Below is a structure of composition C4H4N2 at a distorted geometry, with properties calculated with ωB97M-V/def2-TZVPD.

Geometry as ORCA input:
```
! wB97M-V def2-TZVPD RIJCOSX def2/J DEFGRID3
* xyz 0 1
C -1.5920 1.0777 -1.3107
C -0.8212 2.0527 -1.6748
C -0.1853 0.4167 -1.0177
C 0.0309 0.0096 0.4178
N 0.3940 2.5694 -1.7218
N 0.9567 1.5266 -1.3792
H -0.0397 -0.3368 -1.8652
H 0.3324 0.8491 1.1240
H 0.8487 -0.7024 0.6546
H -0.7784 -0.4380 0.9359
*
```

Calculated values
- LUMO energy (Eh) = -0.0100
- E_HOMO (eV) = -9.79
- total energy (hartree) = -264.07905
- relative energy (zero: lowest compared OMol25 entry of this formula, charge and spin) (kcal/mol) = 155.2
- Kohn-Sham gap (eV) = 9.516

Among the records above, which one has the highest total energy? C4H4N2